# 1
Here is a cluster of 8 separate species, C21H58O8 in total in a non-equilibrium geometry from the OMol25 dataset. Energies are from ωB97M-V/def2-TZVPD.

Each line ends with the Mulliken charge.
CARTESIAN COORDINATES (ANGSTROEM)
C1 -1.428 1.108 -3.961  -1.2556
C2 -2.304 -0.122 -3.704  0.8701
C3 -2.577 -0.912 -4.976  -1.6464
O1 -1.691 -0.995 -2.744  -0.2643
H1 -1.078 1.546 -3.026  0.2248
H2 -2.058 1.858 -4.446  0.4198
H3 -0.602 0.841 -4.620  0.3317
H4 -3.243 0.226 -3.259  0.0973
H5 -1.662 -1.446 -5.239  0.3631
H6 -2.869 -0.241 -5.778  0.3896
H7 -3.338 -1.646 -4.711  0.4077
H8 -1.520 -0.421 -1.983  -0.0967
C4 -4.665 -0.802 -0.368  -1.4332
C5 -3.825 -0.117 0.683  0.9157
C6 -3.261 -1.011 1.763  -1.4549
O2 -2.751 0.553 -0.034  -0.3879
H9 -5.596 -1.134 0.108  0.4458
H10 -4.173 -1.711 -0.715  0.2150
H11 -4.946 -0.124 -1.169  0.3527
H12 -4.336 0.725 1.168  0.1803
H13 -3.008 -2.016 1.404  0.2226
H14 -3.993 -1.197 2.553  0.4999
H15 -2.341 -0.649 2.223  0.3276
H16 -1.919 0.478 0.463  0.2724
C7 0.978 -1.199 0.291  -0.7823
C8 1.049 0.309 0.548  0.9221
C9 1.179 1.098 -0.745  -1.0838
O3 -0.179 0.658 1.191  -0.5074
H17 1.593 -1.612 -0.504  0.5070
H18 -0.060 -1.411 0.014  -0.1149
H19 1.109 -1.707 1.241  0.0357
H20 1.904 0.510 1.197  0.0643
H21 0.518 0.691 -1.519  0.0607
H22 2.148 0.864 -1.197  0.5029
H23 0.985 2.161 -0.640  0.0740
H24 -0.318 1.618 1.090  0.2219
C10 1.117 3.680 -4.826  -0.7533
C11 0.573 4.494 -3.603  0.6433
C12 1.548 4.492 -2.457  -1.1305
O4 0.346 5.852 -4.052  -0.5914
H25 0.784 3.998 -5.808  0.3896
H26 0.711 2.676 -4.639  -0.0192
H27 2.186 3.504 -4.716  0.3192
H28 -0.426 4.187 -3.262  0.1246
H29 1.114 5.027 -1.607  0.2354
H30 2.497 4.960 -2.710  0.4014
H31 1.672 3.467 -2.105  0.1611
H32 -0.070 5.785 -4.912  0.3104
C13 4.141 -0.533 3.589  -0.9823
C14 5.237 -1.590 3.413  0.4690
C15 5.099 -2.701 4.442  -1.0941
O5 5.084 -1.979 2.053  -0.4976
H33 4.081 -0.109 4.594  0.4597
H34 3.189 -0.998 3.331  0.0119
H35 4.354 0.307 2.929  0.2951
H36 6.200 -1.091 3.578  0.2005
H37 4.077 -3.081 4.539  0.1698
H38 5.304 -2.292 5.433  0.3520
H39 5.746 -3.545 4.198  0.3436
H40 5.790 -2.590 1.809  0.2994
C16 0.446 -4.887 -0.718  -1.0374
C17 -0.779 -4.221 -1.369  0.3524
O6 -0.320 -3.681 -2.613  -0.5945
H41 0.499 -4.788 0.373  0.1926
H42 1.309 -4.312 -1.058  0.2895
H43 0.612 -5.946 -0.900  0.3170
H44 -1.224 -3.431 -0.769  -0.2451
H45 -1.449 -5.040 -1.641  0.3581
H46 -0.695 -2.803 -2.758  0.4099
C18 -1.425 5.262 2.443  -1.1534
C19 -0.587 4.708 1.300  -0.2055
O7 -0.965 3.354 0.996  -0.3372
H47 -1.353 6.356 2.423  0.3811
H48 -1.049 5.011 3.433  0.2742
H49 -2.478 5.016 2.302  0.3261
H50 0.440 4.524 1.628  0.3062
H51 -0.648 5.330 0.404  0.1907
H52 -1.923 3.256 0.913  0.1524
C20 -0.243 -2.541 3.438  -0.6176
C21 0.360 -3.636 4.317  -0.4656
O8 -0.741 -4.540 4.568  -0.5470
H53 -0.578 -3.015 2.517  0.1298
H54 0.422 -1.706 3.217  0.2165
H55 -1.099 -2.097 3.947  0.3751
H56 0.658 -3.244 5.292  0.2777
H57 1.123 -4.205 3.784  0.3377
H58 -0.389 -5.421 4.721  0.3009

Its SMILES is CC(C)O.CC(C)O.CC(C)O.CC(C)O.CC(C)O.CCO.CCO.CCO. The calculation puts the highest occupied orbital energy at -0.34773 Ha. Its total energy is -1436.7556 Ha. The HOMO-LUMO gap comes out at 0.3706 Ha.

# 2
Here is an isolated molecule of C5H11NO in a non-equilibrium geometry from the OMol25 dataset. Energies are from ωB97M-V/def2-TZVPD.

Each line ends with the Mulliken charge.
CARTESIAN COORDINATES (ANGSTROEM)
C1 -1.389 -0.087 1.629  -1.3883
C2 -0.564 0.496 0.518  0.6010
C3 0.050 1.847 0.435  -0.4037
N1 0.862 0.644 0.584  -0.3949
C4 1.495 0.053 -0.566  -0.4372
C5 0.365 -0.929 -1.626  -0.6936
O1 0.390 -2.198 -0.999  -0.5313
H1 -1.552 -1.160 1.459  0.2519
H2 -2.369 0.396 1.638  0.2967
H3 -0.918 0.034 2.609  0.3499
H4 -0.748 0.091 -0.484  0.1630
H5 0.089 2.507 1.303  0.2491
H6 0.007 2.370 -0.523  0.2748
H7 2.259 0.785 -0.932  0.4092
H8 2.031 -0.843 -0.252  0.2936
H9 -0.703 -0.823 -1.996  0.2815
H10 0.909 -0.988 -2.556  0.3480
H11 -0.212 -2.192 -0.241  0.3304

Its SMILES is C[C@H]1CN1CCO. The calculation puts the highest occupied orbital energy at -0.32496 Ha. Its total energy is -326.9776 Ha. The HOMO-LUMO gap comes out at 0.3597 Ha.

# 3
Here is an isolated molecule of C21H20F4O4 in a non-equilibrium geometry from the OMol25 dataset. Energies are from ωB97M-V/def2-TZVPD.

Each line ends with the Mulliken charge.
CARTESIAN COORDINATES (ANGSTROEM)
C1 1.622 0.373 -6.714  -1.5257
C2 0.932 0.391 -5.328  0.5890
C3 -0.479 -0.147 -5.507  -1.6029
O1 0.982 1.753 -4.778  -0.4720
C4 0.428 2.087 -3.533  0.3278
C5 0.291 1.176 -2.479  -0.2097
C6 -0.165 1.498 -1.168  0.0584
C7 -0.158 0.518 -0.108  0.1613
C8 -1.374 0.435 0.596  -0.8622
C9 -1.471 -0.338 1.716  -0.4566
C10 -0.496 -1.227 2.020  0.2566
O2 -0.489 -2.081 2.988  -0.3871
C11 -0.814 -1.673 4.354  -0.7683
C12 0.493 -1.973 5.160  -0.1086
C13 0.537 -2.134 6.719  -0.9309
C14 0.750 -3.364 5.844  -0.0268
C15 -0.338 -4.454 5.806  0.3927
O3 -1.500 -4.217 6.090  -0.5961
O4 0.079 -5.644 5.416  -0.4772
C16 0.679 -1.327 1.184  -0.3518
C17 0.915 -0.428 0.177  -0.5986
C18 -0.481 2.863 -0.938  0.4913
F1 -0.950 3.409 0.173  -0.3565
C19 -0.430 3.833 -2.018  -0.3109
C20 -0.821 5.317 -1.731  0.8869
F2 -0.985 6.050 -2.824  -0.2886
F3 -1.955 5.521 -1.046  -0.2432
F4 0.319 5.894 -1.186  -0.2583
C21 0.027 3.403 -3.291  -0.8048
H1 1.593 -0.585 -7.176  0.4230
H2 2.634 0.745 -6.674  0.3617
H3 1.021 0.987 -7.371  0.3763
H4 1.524 -0.277 -4.619  0.2288
H5 -0.419 -1.208 -5.564  0.3826
H6 -0.873 0.388 -6.257  0.5176
H7 -1.058 -0.009 -4.683  0.4887
H8 0.472 0.124 -2.648  0.4922
H9 -2.173 0.966 0.367  0.6674
H10 -2.212 -0.280 2.416  0.5992
H11 -0.988 -0.616 4.351  0.5230
H12 -1.699 -2.190 4.750  0.4155
H13 1.379 -1.505 4.677  0.3410
H14 1.422 -1.970 7.367  0.2580
H15 -0.349 -1.921 7.236  0.2882
H16 1.774 -3.741 5.966  0.4700
H17 -0.801 -6.121 5.253  0.3841
H18 1.554 -1.907 1.453  0.3598
H19 1.928 -0.453 -0.321  0.3633
H20 0.126 4.060 -4.116  0.5325

Its SMILES is CC(C)Oc1cc(-c2ccc(OC[C@H]3C[C@H]3C(=O)O)cc2)c(F)c(C(F)(F)F)c1. The calculation puts the highest occupied orbital energy at -0.30160 Ha. Its total energy is -1512.5511 Ha. The HOMO-LUMO gap comes out at 0.3212 Ha.

# 4
Here is an isolated molecule of C2H2OS in a non-equilibrium geometry from the OMol25 dataset. Energies are from ωB97M-V/def2-TZVPD.

Each line ends with the Mulliken charge.
CARTESIAN COORDINATES (ANGSTROEM)
C1 0.043 -0.658 0.581  -0.3089
C2 0.671 0.052 -0.347  -0.3084
O1 -1.438 1.548 -0.229  -0.5320
S1 -1.059 0.199 -0.637  0.3276
H1 0.240 -1.565 1.200  0.3384
H2 1.543 0.425 -0.569  0.4833

The calculation puts the highest occupied orbital energy at -0.35616 Ha. Its total energy is -550.7054 Ha. The HOMO-LUMO gap comes out at 0.3709 Ha.

# 5
Here is a structure of composition C3H4BrN in a non-equilibrium geometry from the OMol25 dataset. Energies are from ωB97M-V/def2-TZVPD.

Each line ends with the Löwdin spin population.
CARTESIAN COORDINATES (ANGSTROEM)
C1 -0.607 -0.344 1.219  0.0877
C2 0.423 -1.054 1.575  0.4460
C3 0.173 0.787 -1.940  0.7321
N1 -1.561 0.357 1.083  0.4041
Br1 -1.350 1.527 -1.143  0.2007
H1 0.985 -0.650 2.366  0.0253
H2 0.856 -1.732 0.878  0.0274
H3 -0.021 -0.214 -2.299  0.0388
H4 1.102 1.324 -1.738  0.0379

The calculation puts the highest occupied orbital energy (spin up / spin down) at -0.28680 / -0.36244 Ha. Its total energy is -2745.2989 Ha. Its multiplicity is 3. The HOMO-LUMO gap (spin up / spin down) comes out at 0.3178 / 0.3004 Ha.

# 6
Here is the ion C2H6NO2 with charge +1 in a non-equilibrium geometry from the OMol25 dataset. Energies are from ωB97M-V/def2-TZVPD.

Each line ends with the Mulliken charge.
CARTESIAN COORDINATES (ANGSTROEM)
C1 -1.806 -0.393 -0.254  -0.4253
O1 -0.666 0.408 -0.341  -0.1824
N1 0.503 -0.193 0.282  0.7676
C2 1.634 0.550 0.006  -0.6712
O2 0.349 -1.128 0.944  -0.3336
H1 -2.195 -0.336 0.737  0.2991
H2 -1.319 -1.363 -0.337  0.2585
H3 -2.447 0.055 -0.940  0.2773
H4 1.864 1.425 0.778  0.3417
H5 1.589 1.072 -0.925  0.3431
H6 2.495 -0.095 0.049  0.3250

Its SMILES is CO[N+](C)=O. The calculation puts the highest occupied orbital energy (spin up / spin down) at -0.63110 / -0.63112 Ha. Its total energy is -284.5965 Ha. As for the charge: +1. The HOMO-LUMO gap (spin up / spin down) comes out at 0.3664 / 0.3665 Ha.